1.
Molecular formula: C5H11N2S2
Method: DFT, the ωB97M-V functional and the def2-TZVPD basis

## Properties
Expectation value of S²: 2.03
Charge: +1
Multiplicity: 3
HOMO level (spin up / spin down), Eh: -0.412 / -0.493
Kohn-Sham gap (spin up / spin down), eV: 7.2862 / 5.7527

Atoms and positions in Å:
C1 0.907 -0.882 1.799
C2 -0.868 0.718 0.471
C3 0.750 -2.412 1.352
C4 1.624 1.199 -1.089
C5 -2.466 0.994 -1.743
N1 1.547 -0.193 0.790
N2 1.065 0.677 0.109
S1 -0.688 -0.025 2.068
S2 -1.647 -0.298 -0.807
H1 1.435 -0.871 2.745
H2 -1.169 1.722 0.224
H3 1.716 -2.649 1.196
H4 -0.038 -2.531 0.684
H5 0.620 -3.057 2.243
H6 1.718 2.282 -1.232
H7 0.928 0.826 -1.874
H8 2.666 0.820 -1.217
H9 -2.638 0.759 -2.774
H10 -1.974 1.863 -1.563
H11 -3.489 1.059 -1.382

In the Löwdin picture, each atom carries the following charge in e:
1. C -0.57
2. C -0.67
3. C -0.03
4. C -0.03
5. C -0.32
6. N 0.03
7. N -0.15
8. S 0.95
9. S 0.99
10. H 0.12
11. H 0.05
12. H 0.04
13. H 0.04
14. H 0.10
15. H 0.10
16. H 0.09
17. H 0.12
18. H 0.06
19. H 0.00
20. H 0.07


2.
Molecular formula: C9H11O3
Method: DFT, the ωB97M-V functional and the def2-TZVPD basis

## Properties
Charge: -1
HOMO level, Eh: -0.156
Kohn-Sham gap, eV: 7.6772

Atoms and positions in Å:
C1 0.381 -2.365 3.793
C2 0.699 0.570 0.537
C3 -0.255 -0.486 0.538
C4 1.423 0.760 1.717
C5 -0.234 -1.349 1.623
C6 1.462 -0.123 2.794
C7 0.638 -1.235 2.744
O1 0.679 1.525 -0.378
H1 -0.148 1.423 -1.083
H2 -0.993 -0.541 -0.252
H3 1.984 1.691 1.724
H4 -1.072 -2.039 1.713
H5 2.089 0.093 3.648
H6 -0.007 -1.807 4.656
H7 1.292 -2.948 3.917
H8 -0.456 -2.932 3.413
C8 -1.663 1.027 -4.407
C9 -1.086 0.519 -3.061
O2 -0.960 1.445 -2.193
O3 -0.679 -0.639 -2.945
H9 -1.558 0.374 -5.272
H10 -1.066 1.899 -4.680
H11 -2.696 1.287 -4.214

In the Löwdin picture, each atom carries the following charge in e:
1. C -0.07
2. C -0.36
3. C 0.00
4. C -0.05
5. C -0.08
6. C -0.08
7. C -0.29
8. O -0.01
9. H 0.04
10. H 0.10
11. H 0.10
12. H 0.09
13. H 0.09
14. H 0.07
15. H 0.06
16. H 0.04
17. C -0.04
18. C -0.71
19. O -0.07
20. O -0.03
21. H 0.06
22. H 0.06
23. H 0.06


3.
Molecular formula: C5H3N
Method: DFT, the ωB97M-V functional and the def2-TZVPD basis

## Properties
SMILES: C#CC#N.C#C
Charge: 0
HOMO level, Eh: -0.388
Kohn-Sham gap, eV: 11.0059

Atoms and positions in Å:
C1 -0.112 -2.111 -0.010
C2 -0.834 -1.172 0.122
C3 0.612 1.575 -0.249
C4 1.548 1.034 0.261
C5 -1.627 -0.031 0.193
N1 -2.216 0.962 -0.008
H1 0.410 -2.941 -0.314
H2 -0.159 2.177 -0.597
H3 2.378 0.507 0.601

In the Löwdin picture, each atom carries the following charge in e:
1. C 0.17
2. C -0.12
3. C -0.02
4. C 0.02
5. C -0.24
6. N 0.17
7. H 0.03
8. H 0.00
9. H 0.01


4.
Molecular formula: CH3IOS2
Method: DFT, the ωB97M-V functional and the def2-TZVPD basis

## Properties
Charge: 0
HOMO level, Eh: -0.360
Kohn-Sham gap, eV: 10.0345

Atoms and positions in Å:
C1 0.984 -0.299 -0.968
O1 0.345 1.049 1.338
S1 1.927 -1.267 0.342
S2 0.149 -0.231 0.694
I1 -3.343 0.341 0.186
H1 1.489 0.625 -1.048
H2 0.837 -0.783 -1.931
H3 -2.388 0.567 1.386

In the Löwdin picture, each atom carries the following charge in e:
1. C -0.59
2. O -0.56
3. S 0.52
4. S 0.49
5. I 0.48
6. H 0.00
7. H 0.04
8. H -0.40


| no. | E_tot (eV) |
| --- | --- |
| 1 | -30001.36787 |
| 2 | -15655.71559 |
| 3 | -6718.44654 |
| 4 | -32902.50762 |